Record 1
Here is the molecule C20H16N4O4S2 in a non-equilibrium geometry from OMol25. Energies are from ωB97M-V with the def2-TZVPD basis set.

Calculated values
HOMO level = -0.297 Ha
HOMO-LUMO gap = 7.369 eV
SMILES string = Cc1c(C(=O)NC(=S)Nc2ccc(NC(=O)c3cccs3)cc2)cccc1[N+](=O)[O-]
LUMO level = -0.026 hartree
Maximum force = 0.026 Eh/bohr
Spin multiplicity = 1

Last column: Mulliken charge in e.
CARTESIAN COORDINATES (ANGSTROEM)
C 3.905 -3.422 -1.673  -1.656
C 3.818 -2.817 -3.033  0.875
C 2.921 -1.775 -3.309  0.326
C 2.029 -1.207 -2.252  0.681
O 2.422 -0.831 -1.161  -0.782
N 0.727 -1.124 -2.650  -0.232
C -0.374 -0.593 -1.966  0.244
S -1.798 -0.637 -2.797  -0.464
N -0.120 -0.120 -0.743  -0.126
C -0.942 0.473 0.213  1.267
C -2.307 0.695 0.057  -0.603
C -3.026 1.291 1.073  -1.069
C -2.412 1.679 2.262  0.740
N -3.203 2.274 3.243  -0.009
C -2.833 2.732 4.479  0.503
O -1.703 2.686 4.925  -0.733
C -3.937 3.305 5.262  0.421
C -5.271 3.484 4.997  -0.493
C -5.959 4.087 6.064  -0.493
C -5.143 4.357 7.121  -0.432
S -3.523 3.884 6.839  -0.068
C -1.044 1.457 2.418  -0.601
C -0.326 0.863 1.405  -0.775
C 2.851 -1.201 -4.575  -0.641
C 3.673 -1.637 -5.600  -0.812
C 4.554 -2.670 -5.360  -0.714
C 4.611 -3.258 -4.101  0.185
N 5.546 -4.353 -3.959  0.945
O 6.505 -4.352 -4.700  -0.595
O 5.313 -5.209 -3.136  -0.557
H 3.498 -2.752 -0.924  0.482
H 3.352 -4.362 -1.650  0.295
H 4.934 -3.657 -1.411  0.439
H 0.477 -1.484 -3.564  0.383
H 0.862 -0.206 -0.460  0.172
H -2.809 0.406 -0.850  0.142
H -4.086 1.457 0.938  0.317
H -4.177 2.371 2.993  -0.005
H -5.760 3.202 4.080  0.297
H -7.011 4.309 6.047  0.392
H -5.408 4.811 8.055  0.449
H -0.557 1.752 3.332  0.512
H 0.734 0.694 1.533  0.360
H 2.166 -0.385 -4.753  0.541
H 3.621 -1.177 -6.574  0.411
H 5.206 -3.043 -6.135  0.480

=====

Record 2
Here is the molecule C20H16N8 in a non-equilibrium geometry from OMol25. Energies are from ωB97M-V with the def2-TZVPD basis set.

Calculated values
HOMO level = -0.290 Ha
HOMO-LUMO gap = 6.244 eV
SMILES string = c1ccc(N/N=C(\N=N\c2nnnn2-c2ccccc2)c2ccccc2)cc1
LUMO level = -0.060 hartree
Maximum force = 0.061 Eh/bohr
Spin multiplicity = 1

Last column: Mulliken charge in e.
CARTESIAN COORDINATES (ANGSTROEM)
C -3.347 4.891 -4.082  -0.461
C -2.034 4.992 -3.643  -0.497
C -1.504 4.095 -2.743  -0.132
C -2.252 3.049 -2.186  0.511
N -1.790 2.095 -1.307  0.072
N -0.452 2.033 -0.940  -0.398
C -0.015 1.134 -0.065  -0.029
N -0.922 0.163 0.338  -0.589
N -0.525 -0.991 0.685  0.259
C -1.491 -1.910 1.126  0.329
N -2.766 -1.767 1.051  -0.182
N -3.326 -2.928 1.562  -0.630
N -2.448 -3.793 1.900  -0.321
N -1.230 -3.227 1.596  0.462
C 0.011 -3.869 1.722  0.407
C 0.209 -4.908 2.680  -0.252
C 1.452 -5.543 2.835  -0.541
C 2.545 -5.156 2.069  -0.273
C 2.383 -4.162 1.097  -0.778
C 1.128 -3.557 0.910  -0.043
C 1.411 1.215 0.382  0.532
C 1.746 0.905 1.716  -0.097
C 3.060 0.933 2.192  -0.824
C 4.112 1.266 1.308  -0.314
C 3.812 1.490 -0.041  -0.647
C 2.481 1.506 -0.469  -0.251
C -3.616 2.959 -2.617  -0.403
C -4.131 3.835 -3.587  -0.573
H -3.706 5.598 -4.810  0.378
H -1.429 5.822 -4.047  0.310
H -0.440 4.079 -2.396  0.324
H -2.449 1.397 -0.916  0.250
H -0.673 -5.236 3.254  0.404
H 1.591 -6.341 3.583  0.328
H 3.495 -5.638 2.335  0.352
H 3.251 -3.857 0.510  0.364
H 1.025 -2.797 0.144  0.368
H 0.952 0.647 2.420  0.379
H 3.251 0.773 3.237  0.417
H 5.159 1.361 1.605  0.362
H 4.614 1.825 -0.705  0.347
H 2.266 1.740 -1.483  0.440
H -4.243 2.158 -2.276  0.325
H -5.163 3.718 -3.944  0.316

=====

Record 3
Here is a structure of composition C20H17AlBrCaClF11MgN4NaO18PS2 in a non-equilibrium geometry from OMol25. Energies are from ωB97M-V with the def2-TZVPD basis set.

Calculated values
HOMO level = -0.345 Ha
HOMO-LUMO gap = 1.327 eV
Charge = +1
LUMO level = -0.296 hartree
Maximum force = 0.201 Eh/bohr
Spin multiplicity = 1

Last column: Mulliken charge in e.
CARTESIAN COORDINATES (ANGSTROEM)
N -0.316 -0.281 2.717  -0.740
P 0.192 0.840 1.668  1.009
O -0.799 2.280 1.969  -0.563
O 1.877 1.306 1.907  -0.525
C -0.018 0.399 -0.173  -0.207
N -1.241 1.181 -0.594  -0.353
O 1.072 1.220 -0.799  -0.439
C 1.163 0.634 -2.145  0.520
O 1.275 1.340 -3.273  -0.552
O 1.060 -0.809 -1.878  -0.331
C 0.197 -1.146 -0.695  1.687
C 1.374 -1.810 0.290  -0.279
C 2.933 -1.209 0.200  0.127
C 3.942 -2.043 1.222  -1.076
C 3.512 -3.249 2.225  -0.295
N 2.102 -3.732 2.251  -0.409
C 1.160 -3.046 1.323  -0.888
C -1.119 -2.086 -0.945  1.181
F -1.950 -2.280 0.303  -0.221
F -0.629 -3.449 -1.309  -0.249
C -2.167 -1.574 -2.087  -0.269
F -1.581 -0.858 -3.237  -0.268
F -3.330 -0.782 -1.535  -0.281
H -0.649 -1.094 2.156  0.128
H -1.641 1.918 2.423  0.402
H 1.825 2.318 1.987  0.334
H -1.047 2.222 -0.656  0.390
H -2.075 0.987 0.002  0.280
H 3.262 -0.340 -0.510  0.333
H 5.089 -1.730 1.221  0.496
H 4.328 -3.769 2.920  0.296
H 0.047 -3.485 1.342  0.610
H -2.676 -2.557 -2.535  0.013
Na -4.399 -3.012 -1.623  0.873
Br -2.572 -5.396 -2.715  -0.696
Al 2.159 -5.201 0.114  0.782
C -1.274 5.948 -5.998  -0.632
C -0.415 5.452 -6.904  0.792
C 0.282 4.175 -6.443  0.633
O 1.055 3.512 -7.141  -0.799
C 0.024 3.694 -5.060  -0.333
C -0.826 4.198 -4.148  0.234
C -1.602 5.413 -4.650  0.435
O -2.486 5.988 -4.007  -0.557
O -1.046 3.786 -2.968  -0.547
O -0.137 5.910 -8.055  -0.817
H -1.826 6.849 -6.240  0.436
H 0.614 2.823 -4.797  0.624
O 4.284 1.872 -7.312  -0.616
Cl 4.506 3.288 -7.091  1.764
O 4.090 4.032 -8.264  -0.685
O 5.916 3.522 -6.845  -0.615
O 3.736 3.724 -5.943  -0.644
Ca 6.398 -0.918 1.272  1.264
C -5.338 -3.829 6.098  0.539
F -5.487 -2.703 6.854  -0.202
F -4.937 -4.816 6.955  -0.224
F -6.593 -4.184 5.688  -0.225
S -4.186 -3.611 4.701  1.109
O -2.908 -3.266 5.330  -0.652
O -4.782 -2.540 3.898  -0.657
N -4.311 -5.081 4.121  -0.379
S -3.421 -5.297 2.828  1.173
O -1.970 -5.314 3.030  -0.682
O -3.862 -4.607 1.612  -0.595
C -3.864 -7.044 2.548  0.519
F -5.207 -7.216 2.356  -0.218
F -3.538 -7.840 3.611  -0.219
F -3.249 -7.589 1.459  -0.215
C 2.808 3.585 5.102  -0.519
C 4.262 3.850 4.673  -0.047
O 4.836 2.670 4.507  -0.345
H 2.754 3.030 6.047  0.341
H 2.286 4.538 5.253  0.395
H 2.251 3.025 4.340  -0.013
H 4.669 4.529 5.439  0.300
H 4.188 4.524 3.805  0.243
F 1.930 4.982 7.106  -0.461
Mg 2.016 5.229 -8.298  1.277

=====

Record 4
Here is a structure of composition C20H17Cl3F5N3O5SSeSiW in a non-equilibrium geometry from OMol25. Energies are from ωB97M-V with the def2-TZVPD basis set.

Calculated values
HOMO level (spin up / spin down) = -0.517 / -0.517 Ha
HOMO-LUMO gap (spin up / spin down) = 5.451 / 5.452 eV
Charge = +2
LUMO level (spin up / spin down) = -0.317 / -0.317 hartree
Maximum force = 0.041 Eh/bohr
Spin multiplicity = 1

Last column: Mulliken charge in e.
CARTESIAN COORDINATES (ANGSTROEM)
W 0.040 -0.426 -0.958  0.850
O 2.973 -0.225 1.678  -0.513
C 2.641 0.113 0.589  -0.440
O 1.706 -0.591 -0.129  0.164
C 3.164 1.323 -0.159  0.216
C 3.323 0.979 -1.656  -0.177
C 4.107 2.083 -2.361  -0.958
C 3.047 3.206 -2.445  -0.926
C 1.851 2.555 -1.755  -0.218
O 1.969 1.160 -2.130  -0.275
C 2.078 2.469 -0.231  0.238
C 0.815 1.999 0.478  -0.368
O 0.596 2.116 1.639  -0.519
O -0.013 1.316 -0.370  0.166
H 4.081 1.654 0.319  0.730
H 3.656 -0.036 -1.857  0.552
H 4.990 2.365 -1.790  0.374
H 4.426 1.757 -3.348  0.371
H 3.351 4.124 -1.946  0.413
H 2.798 3.442 -3.477  0.342
H 0.881 2.951 -2.045  0.705
H 2.411 3.390 0.238  0.627
Cl 0.009 -3.263 -3.968  -0.174
Si 1.111 -2.194 -2.668  0.580
Cl 0.014 -2.994 -0.557  -0.301
Cl 2.947 -3.014 -2.553  -0.182
C -4.501 -1.311 -0.116  -1.226
C -3.158 -1.181 -0.580  0.681
N -2.082 -1.080 -0.954  -0.322
H -4.562 -2.083 0.652  0.374
H -5.179 -1.571 -0.931  0.401
H -4.823 -0.362 0.320  0.328
F -4.907 4.776 -3.682  -0.252
C -3.993 3.845 -3.538  0.651
C -3.904 3.145 -2.342  -0.055
F -4.743 3.395 -1.350  -0.272
C -2.937 2.170 -2.207  0.109
F -2.885 1.499 -1.058  -0.344
C -2.057 1.848 -3.238  -0.009
Se -0.720 0.455 -3.188  -0.021
C -2.177 2.557 -4.429  0.279
F -1.352 2.266 -5.428  -0.298
C -3.127 3.552 -4.582  0.256
F -3.216 4.217 -5.716  -0.252
C 0.391 0.434 4.336  -0.884
N 0.837 -0.832 3.775  0.309
C 1.751 -1.671 4.367  -0.238
C 1.914 -2.737 3.552  -0.524
N 1.082 -2.538 2.481  0.421
C 0.439 -1.370 2.614  -0.163
S -0.782 -0.712 1.581  -0.268
H 1.258 1.026 4.621  0.369
H -0.230 0.260 5.213  0.332
H -0.181 0.977 3.591  0.304
H 2.213 -1.443 5.312  0.491
H 2.540 -3.605 3.647  0.457
H 0.961 -3.166 1.703  0.088

=====

Respective ΔE to the lowest compared entry with this formula, charge and spin values: 0.0 421.3 1635.2 134.3 kJ/mol.